# C9H17NO2

2 unconnected molecules or ions with the total composition C9H17NO2 (ωB97M-V with the def2-TZVPD basis set, the Open Molecules 2025 dataset).

Geometry as XYZ:
```
29
Properties=species:S:1:pos:R:3
C 3.426 -1.865 -0.389
C 2.374 -0.762 -0.388
C 1.362 -1.013 0.744
C 3.066 0.599 -0.277
C 2.171 1.828 -0.442
O 3.784 0.711 0.967
H 4.170 -1.705 -1.188
H 2.971 -2.850 -0.512
H 3.960 -1.828 0.559
H 1.779 -0.801 -1.322
H 0.597 -0.221 0.735
H 0.905 -2.008 0.617
H 1.832 -1.020 1.727
H 3.859 0.606 -1.025
H 1.438 1.907 0.383
H 1.618 1.795 -1.381
H 2.803 2.717 -0.424
H 3.120 0.886 1.619
C -6.439 -0.431 0.074
C -4.957 -0.278 0.128
C -3.774 -0.005 0.091
C -2.328 0.225 -0.051
N -1.968 1.532 0.051
O -1.529 -0.684 -0.182
H -6.842 0.387 -0.522
H -6.708 -1.391 -0.382
H -6.916 -0.406 1.064
H -2.679 2.252 0.055
H -1.094 1.823 -0.329
```

Values from the calculation:
- M: 171.2 g mol⁻¹
- E_tot: -558.3122 a.u.
- Orbital gap: 10.66 eV
- SMILES string: CC(C)[C@@H](C)O.CC#CC(N)=O

These are the Löwdin partial charges, in e, on atoms 1 to 5:
1 C -0.079
2 C -0.391
3 C -0.079
4 C -0.415
5 C -0.048